# C24H46N8O6P2

A cluster of 4 separate species, C24H46N8O6P2 in total in a non-equilibrium geometry (ωB97M-V with the def2-TZVPD basis set, the Open Molecules 2025 dataset).

Element x y z (Å)
C 2.67425 -3.96452 10.31981
N 3.32100 -3.98706 11.59575
C 4.80315 -3.69053 11.65230
P 2.55504 -3.84386 13.13716
O 3.09181 -4.44184 14.33780
N 2.31054 -2.06842 13.11454
C 1.96022 -1.24926 11.94075
C 2.98781 -1.35852 14.18257
N 1.01184 -4.51495 12.78687
C 0.89544 -5.83765 12.08262
C -0.22373 -3.93451 13.36138
H 2.84416 -4.81846 9.66405
H 3.15453 -3.13606 9.79914
H 1.58849 -3.87209 10.34594
H 5.32774 -4.25598 12.42248
H 5.08075 -2.63762 11.70161
H 5.09182 -4.14370 10.70393
H 2.85795 -1.30872 11.32542
H 1.16055 -1.77239 11.41638
H 1.67332 -0.24025 12.23692
H 4.00246 -1.75052 14.25275
H 3.06150 -0.29585 13.95144
H 2.49876 -1.65429 15.11071
H 1.37696 -6.55835 12.74355
H -0.09545 -6.27090 12.21874
H 1.24638 -5.85041 11.05074
H -1.09219 -3.77398 12.72255
H -0.00498 -3.03999 13.94456
H -0.77791 -4.56363 14.05794
C -12.88156 -2.69169 15.84464
N -11.88163 -1.66366 15.70136
C -11.83270 -1.07956 14.37993
P -10.72046 -1.41381 16.86224
O -10.18001 -0.05333 16.65156
N -11.70789 -1.51306 18.32465
C -12.78552 -0.62038 18.77994
C -11.55701 -2.58518 19.23104
N -9.53125 -2.72226 16.78012
C -8.22604 -2.58212 17.25375
C -9.87518 -4.15474 16.52589
H -12.99922 -3.28798 16.74946
H -12.83973 -3.32653 14.95959
H -13.87374 -2.26823 15.68853
H -11.83989 -1.85107 13.60999
H -10.91277 -0.50889 14.25284
H -12.72600 -0.49998 14.14709
H -13.64255 -1.23637 19.05228
H -12.39775 0.16281 19.43136
H -13.18666 -0.01769 17.96511
H -11.58122 -1.99619 20.14788
H -12.24946 -3.39694 19.00817
H -10.54278 -2.96173 19.36391
H -8.09562 -1.59994 17.70807
H -7.82992 -3.34183 17.92758
H -7.56875 -2.79277 16.41013
H -9.96666 -4.76249 17.42609
H -9.34222 -4.63260 15.70388
H -10.93105 -4.23166 16.26642
O -12.92098 5.40301 10.84281
N -12.56091 6.44449 11.29594
O -13.04166 7.56458 10.97496
C -11.51666 6.40021 12.30885
C -11.17524 7.49477 13.02315
C -9.99617 7.51112 13.85225
C -9.19041 6.49819 13.87600
C -9.52307 5.35501 13.09803
C -10.66349 5.37538 12.36786
H -11.75958 8.40284 13.00460
H -9.89104 8.47095 14.33605
H -8.36216 6.41527 14.56414
H -8.85257 4.51017 13.15357
H -10.74657 4.60618 11.61432
O -4.05061 5.94077 17.47663
N -3.68489 5.44499 16.47539
O -3.51995 6.11253 15.42565
C -3.19516 4.03502 16.40959
C -2.97991 3.30061 17.59424
C -3.07289 1.89806 17.57582
C -2.97771 1.22049 16.35916
C -3.16568 1.90130 15.18539
C -3.29754 3.32029 15.25243
H -2.94017 3.82226 18.53907
H -3.09092 1.18133 18.38353
H -2.98208 0.14475 16.26342
H -3.11045 1.58057 14.15560
H -3.73524 3.69122 14.33743

Computed properties:
E_tot in eV: -68409.352
Highest occupied orbital energy in eV: -8.2
Spin multiplicity: 1
SMILES string: CN(C)P(=O)(N(C)C)N(C)C.CN(C)P(=O)(N(C)C)N(C)C.O=[N+]([O-])c1ccccc1.O=[N+]([O-])c1ccccc1

***

# C24H46O13S5

A cluster of 6 separate species, C24H46O13S5 in total in a non-equilibrium geometry (ωB97M-V with the def2-TZVPD basis set, the Open Molecules 2025 dataset).

Element x y z (Å)
C -0.48238 0.64787 0.81987
C 0.58522 -0.38713 0.60742
C 1.94809 0.19329 0.23915
O 2.76170 -0.65407 0.98980
C 2.14355 -1.32367 1.89820
O 2.56924 -2.10767 2.70849
O 0.78887 -1.09137 1.91691
H -1.33629 0.17832 1.24570
H -0.92158 1.03514 -0.22553
H 0.01837 1.54583 1.34892
H 0.17249 -1.29075 0.00840
H 2.00282 1.20258 0.49272
H 2.14191 0.10572 -0.78823
O 2.45879 1.43657 7.13914
S 1.14741 1.50429 6.53687
O 0.68407 2.86259 6.32938
C 1.13415 0.58445 5.02125
C -0.09642 -0.23470 5.23069
C -0.10560 -0.73857 6.66521
C -0.03571 0.64134 7.45256
H 1.93096 0.04471 4.95910
H 0.78771 1.19346 4.16847
H -1.12916 0.28375 4.94170
H 0.14229 -1.11770 4.58816
H 0.57132 -1.44540 6.93458
H -0.97253 -0.98993 6.77032
H 0.10040 0.58490 8.39567
H -0.95362 1.23047 7.21180
O 5.06675 1.86338 -4.72802
S 4.01082 0.99739 -4.38060
O 4.03619 0.12997 -3.23664
C 2.58275 2.06678 -4.26708
C 1.36571 1.16350 -4.52942
C 1.85482 -0.04809 -5.32045
C 3.27355 0.07945 -5.70845
H 2.61608 2.88200 -4.95785
H 2.39703 2.57528 -3.34824
H 1.12931 0.91028 -3.48145
H 0.68540 1.90762 -4.84155
H 1.23723 -0.35383 -6.23761
H 1.59874 -0.98737 -4.84131
H 3.36812 0.70849 -6.64535
H 3.88920 -0.90576 -5.91342
O -0.99839 -0.66286 -2.64539
S -2.20215 -0.83655 -3.34087
O -2.41228 -0.28121 -4.60648
C -2.71059 -2.48404 -3.56327
C -4.18354 -2.51445 -3.29321
C -4.45986 -1.38546 -2.29041
C -3.51602 -0.24284 -2.32424
H -2.19873 -3.06732 -2.70442
H -2.49955 -2.94037 -4.39675
H -4.81325 -2.38894 -4.25450
H -4.46004 -3.36885 -2.94502
H -4.35363 -1.75935 -1.26084
H -5.40813 -1.15988 -2.06940
H -3.36038 0.33550 -1.47836
H -3.95491 0.60671 -3.02973
O 3.65098 -3.59278 -4.56019
S 2.34470 -3.71015 -3.94836
O 1.21525 -3.34575 -4.80983
C 2.06200 -5.29697 -3.21023
C 2.29778 -5.11091 -1.64737
C 1.74766 -3.65223 -1.31022
C 2.29001 -2.78799 -2.38754
H 2.52774 -6.16935 -3.59347
H 1.11819 -5.52213 -3.52247
H 1.77008 -5.77775 -1.17914
H 3.33972 -5.27681 -1.28611
H 1.99556 -3.45527 -0.33394
H 0.69159 -3.81674 -1.44720
H 3.17122 -2.41942 -2.08910
H 1.51273 -1.89809 -2.94513
O -1.95446 6.68127 3.10578
S -2.19859 5.75840 4.08294
O -2.12440 6.08080 5.51149
C -3.72322 4.96936 3.67981
C -3.43666 3.88156 2.68252
C -2.01204 3.48529 2.62948
C -1.29605 4.29094 3.77191
H -4.36432 5.77825 3.58423
H -3.91914 4.60759 4.68497
H -3.94064 3.04336 3.16448
H -3.81342 4.06192 1.76956
H -1.48867 3.61853 1.58715
H -1.91611 2.52415 2.77606
H -0.27620 4.58233 3.71692
H -0.90762 3.73511 4.55662

Computed properties:
E_tot in eV: -106415.685
Highest occupied orbital energy in eV: -10.1
Spin multiplicity: 1
SMILES string: C[C@H]1COC(=O)O1.O=S1(=O)CCCC1.O=S1(=O)CCCC1.O=S1(=O)CCCC1.O=S1(=O)CCCC1.O=S1(=O)CCCC1

***

# C24H46O19

A cluster of 9 separate species, C24H46O19 in total in a non-equilibrium geometry (ωB97M-V with the def2-TZVPD basis set, the Open Molecules 2025 dataset).

Element x y z (Å)
C 4.35424 -3.44132 3.74993
C 3.54737 -4.69712 3.49245
C 2.58442 -4.96924 4.63474
O 1.39908 -5.26231 3.90256
C 1.47544 -4.93591 2.62799
O 0.53871 -5.10451 1.84938
O 2.66709 -4.43377 2.39575
H 3.75738 -2.57274 4.02823
H 4.82457 -3.24664 2.78610
H 5.10832 -3.59824 4.52118
H 4.22282 -5.52276 3.26843
H 2.47885 -4.07181 5.24431
H 3.05962 -5.75264 5.22511
C 7.96948 5.86010 -3.96914
C 6.61150 5.41960 -3.49007
C 6.42838 3.90486 -3.39274
O 5.67195 3.82449 -2.22960
C 5.77348 4.99470 -1.49458
O 5.26752 5.24111 -0.44916
O 6.46289 5.92562 -2.21886
H 8.15171 5.50138 -4.98215
H 8.68360 5.47561 -3.24093
H 8.06871 6.94091 -3.86852
H 5.80708 5.85040 -4.08623
H 7.34151 3.30963 -3.39141
H 5.85465 3.51442 -4.23327
C -6.49120 2.29836 -2.52813
C -5.81266 2.80968 -1.29069
C -5.06194 1.77461 -0.51440
O -3.74333 2.26996 -0.51001
C -3.56929 3.41889 -1.17016
O -2.52589 3.99780 -1.39502
O -4.77366 3.72341 -1.70321
H -7.37177 1.70568 -2.28029
H -5.78757 1.73205 -3.13830
H -6.88209 3.11301 -3.13775
H -6.52924 3.25748 -0.60214
H -5.06322 0.78143 -0.96350
H -5.28937 1.61114 0.53899
C -1.54223 -1.34848 -3.48419
C -0.79755 -2.53683 -2.80636
C -1.32246 -3.90120 -3.26707
O -0.09355 -4.64712 -3.35608
C 0.94942 -3.88089 -3.46485
O 2.11086 -4.20918 -3.65982
O 0.59755 -2.61889 -3.15117
H -2.61506 -1.36825 -3.29252
H -1.42451 -1.41930 -4.56550
H -1.20512 -0.34848 -3.21128
H -0.91181 -2.41212 -1.72957
H -1.75502 -3.89400 -4.26754
H -2.08232 -4.42051 -2.68310
C -6.31856 -6.74797 2.45627
C -5.12999 -6.14103 1.72056
C -5.46428 -5.37411 0.47269
O -4.69746 -4.24436 0.65831
C -4.40568 -4.06046 1.88271
O -3.93139 -3.01663 2.33495
O -4.61072 -5.18813 2.56284
H -7.15781 -6.07170 2.61880
H -5.97851 -7.08570 3.43525
H -6.81396 -7.52087 1.86861
H -4.28316 -6.79435 1.51043
H -6.51888 -5.11239 0.38650
H -5.23882 -6.02040 -0.37560
C 1.23269 1.20418 1.51617
O 0.05153 1.15367 2.27674
H 1.81650 0.28865 1.61146
H 0.92207 1.32944 0.47890
H 1.76342 2.10956 1.81059
H -0.47175 0.38980 2.02313
C 1.06914 3.38960 -4.85223
O 1.66268 4.64708 -5.25280
H 1.34685 3.23030 -3.81030
H -0.01223 3.49483 -4.93971
H 1.43759 2.51288 -5.38488
H 1.68182 4.51759 -6.20383
C 2.41289 1.66294 5.99103
O 1.13756 1.11639 6.06958
H 2.86702 1.19409 5.11807
H 2.25295 2.70653 5.72005
H 3.02812 1.55642 6.88447
H 0.87650 1.09296 5.14606
C -0.42705 5.68415 3.23860
O -1.51666 4.80470 3.35265
H -0.54329 6.45613 2.47792
H -0.24475 6.12938 4.21667
H 0.46857 5.10235 3.02068
H -1.38031 3.96234 2.91282

Computed properties:
E_tot in eV: -64533.351
Highest occupied orbital energy in eV: -9.8
Spin multiplicity: 1
SMILES string: C[C@H]1COC(=O)O1.C[C@H]1COC(=O)O1.C[C@H]1COC(=O)O1.C[C@H]1COC(=O)O1.C[C@H]1COC(=O)O1.CO.CO.CO.CO

***

# C24H47CdN4O5

A structure of composition C24H47CdN4O5 (ωB97M-V with the def2-TZVPD basis set, the Open Molecules 2025 dataset).

Element x y z (Å)
Cd 0.16581 -0.84326 0.78346
C 2.73105 3.22546 -2.56397
C 1.52956 2.42352 -2.05906
C 0.31277 3.37545 -2.05216
C -1.03234 2.99479 -1.37591
C -2.21275 3.28709 -2.30009
C -1.25346 3.80169 -0.09363
N -1.01896 1.51758 -0.97501
C -1.42233 0.51628 -2.01543
C -0.42048 -0.59688 -2.32745
N -0.36237 -1.73639 -1.38839
C -1.70789 -2.33092 -1.23143
C -2.47017 -1.94113 0.04156
O -3.67995 -2.03487 0.00503
O -1.77325 -1.58485 1.06997
C 0.58813 -2.79772 -1.86279
C 0.34021 -3.21600 -3.31364
C 2.06817 -2.46525 -1.68000
C 2.70011 -2.51646 -0.27636
C 4.20812 -2.72748 -0.44356
C 2.13542 -3.67317 0.54581
N 2.40728 -1.27497 0.52064
C 3.24499 -0.07032 0.29540
C 2.94419 0.83079 -0.89974
N 1.76839 1.70659 -0.77427
C 1.91564 2.60327 0.38097
C 1.18065 2.17124 1.66479
O 1.09222 3.00897 2.54029
O 0.71176 0.97213 1.73405
H 2.45524 3.78014 -3.46079
H 3.57568 2.58989 -2.82271
H 3.05603 3.94864 -1.81307
H 1.33406 1.63367 -2.79321
H 0.12367 3.58977 -3.10598
H 0.62870 4.32822 -1.62366
H -2.31185 4.36889 -2.38485
H -3.14522 2.90247 -1.88246
H -2.08363 2.90256 -3.31112
H -1.13077 4.85993 -0.32224
H -0.55987 3.55376 0.70747
H -2.26539 3.65029 0.27727
H -1.63241 1.42387 -0.12385
H -0.03137 1.33990 -0.68362
H -1.57244 1.04751 -2.94896
H -2.39062 0.10445 -1.73030
H 0.57905 -0.16979 -2.40899
H -0.70154 -0.95655 -3.32220
H -1.61932 -3.41709 -1.18289
H -2.34793 -2.11448 -2.08831
H 0.35681 -3.65492 -1.23137
H 0.77446 -2.50893 -4.02246
H -0.71982 -3.33122 -3.54079
H 0.81779 -4.18041 -3.48637
H 2.29372 -1.50813 -2.14959
H 2.60938 -3.20450 -2.27434
H 4.39232 -3.73280 -0.82088
H 4.73001 -2.62751 0.51023
H 4.64283 -2.02336 -1.15454
H 2.19227 -4.60895 -0.00950
H 1.08999 -3.51192 0.82572
H 2.71317 -3.79694 1.46445
H 2.61072 -1.53293 1.48530
H 4.28946 -0.36924 0.20690
H 3.17251 0.52349 1.20438
H 2.86661 0.26350 -1.82761
H 3.84561 1.44871 -1.00155
H 1.54379 3.59737 0.14612
H 2.96788 2.74425 0.65155
C -2.89646 0.71806 3.40295
C -4.11254 0.19667 2.60940
C -3.99723 0.89993 1.25326
O -2.65493 1.42367 1.19628
C -2.36338 1.85096 2.54077
H -2.14263 -0.06299 3.49876
H -3.15494 1.06411 4.40232
H -5.05462 0.44572 3.09481
H -4.06586 -0.88121 2.47770
H -4.69408 1.74129 1.17847
H -4.14179 0.22560 0.41372
H -2.90327 2.78509 2.73375
H -1.29452 2.02043 2.63730

Computed properties:
E_tot in eV: -46408.880
Highest occupied orbital energy in eV: -11.8
Spin multiplicity: 1
Charge: +1